Entry 1:
One molecule with the formula C4H6ClNO2 at a distorted geometry. Source: the Open Molecules 2025 dataset; level of theory: ωB97M-V with the def2-TZVPD basis set.

Structure (XYZ):
```
14
Properties=species:S:1:pos:R:3:nbo_charge:R:1
C -1.057 1.690 -0.222 -0.659
C -0.395 0.363 0.011 0.246
C -1.251 -0.771 0.528 -0.435
C 2.687 -1.071 -0.211 0.646
H -1.543 2.042 0.667 0.225
H -0.279 2.414 -0.542 0.246
H -1.826 1.640 -1.015 0.241
H -0.677 -1.668 0.668 0.245
H -1.685 -0.497 1.465 0.229
H 2.979 -2.129 0.009 0.120
N 0.852 0.310 -0.215 -0.114
O 1.358 -0.980 0.029 -0.409
O 3.435 -0.213 -0.591 -0.536
Cl -2.599 -1.129 -0.582 -0.045
```

Energy above the lowest of the compared OMol25 structures with the same formula, charge and spin in kcal/mol: 50.2
Spin multiplicity: 1
Largest force on an atom in eV/A: 1.37
Molecular weight in g mol⁻¹: 135.6

=====

Entry 2:
One molecule with the formula C4H6ClNO3S at a distorted geometry. Source: the Open Molecules 2025 dataset; level of theory: ωB97M-V with the def2-TZVPD basis set.

Structure (XYZ):
```
16
Properties=species:S:1:pos:R:3:nbo_charge:R:1
C 0.873 -0.035 -0.627 0.356
C -0.850 -1.916 0.119 -0.167
C -0.991 -0.490 0.334 -0.611
C 1.427 1.202 -1.100 -0.724
N 1.314 -1.174 -0.535 -0.084
O -2.302 0.277 -1.804 -0.913
O -2.154 1.724 0.155 -0.903
O 0.640 -2.184 -0.050 -0.325
S -2.255 0.444 -0.428 2.166
Cl -3.879 -0.609 0.230 -0.255
H -1.117 -2.467 0.964 0.217
H -1.281 -2.321 -0.719 0.213
H -1.053 -0.162 1.409 0.256
H 2.500 1.197 -1.320 0.265
H 1.021 1.912 -0.404 0.255
H 0.975 1.573 -2.023 0.253
```

Energy above the lowest of the compared OMol25 structures with the same formula, charge and spin in kcal/mol: 106.2
Spin multiplicity: 1
Largest force on an atom in eV/A: 3.53
Molecular weight in g mol⁻¹: 183.6

=====

Entry 3:
C4H6CrN2O7S as an isolated structure. Source: the Open Molecules 2025 dataset; level of theory: ωB97M-V with the def2-TZVPD basis set.

Structure (XYZ):
```
21
Properties=species:S:1:pos:R:3:nbo_charge:R:1
Cr 0.147 -0.918 -0.129 1.249
N -1.077 -0.233 1.559 -0.835
C -1.851 0.904 1.023 -0.302
C -0.874 1.838 0.286 0.617
O -0.973 3.067 0.483 -0.755
N -0.002 1.155 -0.430 -0.700
C 1.260 1.780 -0.767 -0.355
C 2.411 1.108 0.026 0.773
O 3.509 1.684 0.029 -0.760
O 2.121 0.008 0.599 -0.829
H -1.653 -0.955 1.971 0.377
H -0.402 0.091 2.245 0.385
H -2.363 1.482 1.795 0.174
H -2.591 0.504 0.326 0.199
H 1.262 2.849 -0.550 0.207
H 1.487 1.650 -1.830 0.190
O -1.416 -3.679 -1.811 -1.046
S -0.090 -3.262 -1.367 2.560
O 0.946 -4.245 -1.639 -1.034
O -0.126 -2.923 0.133 -1.063
O 0.275 -1.907 -1.953 -1.053
```

Energy above the lowest of the compared OMol25 structures with the same formula, charge and spin in kcal/mol: 9.2
Total charge: -2
Spin multiplicity: 5
Largest force on an atom in eV/A: 0.20
Molecular weight in g mol⁻¹: 278.2

=====

Entry 4:
C4H6ErO3 as an isolated structure at a distorted geometry. Source: the Open Molecules 2025 dataset; level of theory: ωB97M-V with the def2-TZVPD basis set.

Structure (XYZ):
```
14
Properties=species:S:1:pos:R:3:nbo_charge:R:1
H 3.007 -2.512 -0.181 0.277
O 0.094 -1.289 0.666 -0.410
C -0.766 -0.488 0.052 1.087
O -0.515 0.693 -0.201 -0.859
Er 1.455 1.886 -0.074 2.703
O -1.846 -1.099 -0.251 -0.356
C -3.103 -0.426 -0.020 -0.282
H -3.035 0.158 0.903 0.213
H -3.328 0.221 -0.875 0.233
H -3.841 -1.224 0.076 0.279
C 1.397 -1.269 0.243 -0.155
C 1.969 -2.282 -0.434 -0.165
H 1.356 -3.036 -0.934 0.276
H 2.348 -0.670 0.517 0.159
```

Energy above the lowest of the compared OMol25 structures with the same formula, charge and spin in kcal/mol: 0.0
Total charge: +3
Spin multiplicity: 4
Largest force on an atom in eV/A: 5.41
Molecular weight in g mol⁻¹: 269.3

=====

Entry 5:
One molecule with the formula C4H6F2 at a distorted geometry. Source: the Open Molecules 2025 dataset; level of theory: ωB97M-V with the def2-TZVPD basis set.

Structure (XYZ):
```
12
Properties=species:S:1:pos:R:3:nbo_charge:R:1
C -0.801 -1.243 -0.196 0.052
C -0.560 0.323 -0.319 -0.300
C 0.903 0.483 -0.465 -0.504
C 0.311 1.008 0.740 0.187
H 0.192 -1.484 0.071 0.176
H -1.066 -1.914 -1.110 0.193
H -1.269 0.916 -1.031 0.245
H 1.412 1.319 -1.046 0.232
H 1.890 -0.183 -0.184 0.262
H 0.179 2.178 0.837 0.208
F -1.824 -1.591 0.809 -0.389
F 0.632 0.188 1.894 -0.364
```

Energy above the lowest of the compared OMol25 structures with the same formula, charge and spin in kcal/mol: 64.2
Spin multiplicity: 1
Largest force on an atom in eV/A: 6.68
Molecular weight in g mol⁻¹: 92.1

=====

Entry 6:
A 2-piece molecular cluster, C4H6F2O2 overall at a distorted geometry. Source: the Open Molecules 2025 dataset; level of theory: ωB97M-V with the def2-TZVPD basis set.

Structure (XYZ):
```
14
Properties=species:S:1:pos:R:3:nbo_charge:R:1
C -0.373 -0.656 0.337 0.805
C -0.577 1.188 -2.148 -0.702
C 0.358 -1.082 2.540 -0.281
C 0.353 0.605 -1.111 0.639
O -1.266 -1.439 0.134 -0.585
O 0.432 -0.395 1.279 -0.490
F 1.024 1.621 -0.437 -0.360
F 1.289 -0.175 -1.724 -0.355
H -1.337 0.552 -2.526 0.240
H -0.974 2.108 -1.757 0.233
H 0.120 1.452 -3.006 0.230
H -0.187 -0.408 3.175 0.202
H 1.417 -1.290 2.826 0.214
H -0.281 -2.080 2.418 0.211
```

Energy above the lowest of the compared OMol25 structures with the same formula, charge and spin in kcal/mol: 40.2
Spin multiplicity: 1
Largest force on an atom in eV/A: 5.35
Molecular weight in g mol⁻¹: 124.1